No. 1
Density functional theory data (ωB97M-V/def2-TZVPD) for a structure of composition C31H38NPSiV.

CARTESIAN COORDINATES (ANGSTROEM)
C -4.27 1.93 -1.19
C -3.45 1.42 -2.19
C -2.16 0.93 -1.88
C -1.77 0.99 -0.56
C -2.58 1.48 0.45
C -3.86 1.95 0.13
C -1.23 0.37 -2.92
C 0.30 0.49 -2.81
N 0.83 1.88 -2.50
V 0.34 0.48 -0.65
C -2.05 1.52 1.85
P -0.24 1.51 1.63
H -3.82 1.42 -3.20
H -4.46 2.33 0.93
H -5.26 2.34 -1.42
H -2.36 0.63 2.46
H -2.22 2.44 2.40
H -1.50 -0.68 -3.07
H -1.59 0.80 -3.88
H 1.00 -0.35 -2.25
C 0.46 1.20 3.27
C 0.18 3.23 1.25
H 0.57 0.13 -3.87
C -0.05 3.06 -2.48
C 2.03 2.18 -3.31
H -0.94 -1.07 1.11
H 0.18 3.80 -3.25
H -1.13 2.85 -2.50
H 0.09 3.57 -1.52
H 1.97 3.10 -3.91
H 2.86 2.25 -2.61
H 2.29 1.31 -3.95
H 0.00 3.84 2.15
H 1.26 3.22 0.97
H -0.41 3.60 0.40
H -0.08 1.83 3.98
H 0.40 0.15 3.54
H 1.51 1.51 3.16
H 2.34 1.09 -0.98
C -3.41 -5.29 -0.72
C -3.69 -4.16 0.05
C -2.74 -3.13 0.20
C -1.48 -3.23 -0.39
C -1.20 -4.36 -1.16
C -2.15 -5.38 -1.33
Si -0.09 -2.08 0.16
C 0.14 -2.82 1.87
C -0.39 -2.12 2.99
C -0.13 -2.56 4.27
C 0.54 -3.77 4.44
C 0.95 -4.52 3.34
C 0.75 -4.04 2.03
C 1.38 -2.52 -0.93
C 2.61 -2.80 -0.29
C 3.73 -3.21 -1.05
C 3.64 -3.28 -2.45
C 2.43 -3.00 -3.08
C 1.32 -2.64 -2.33
H -4.16 -6.08 -0.85
H -4.66 -4.08 0.53
H -3.01 -2.26 0.81
H -0.24 -4.50 -1.63
H -1.91 -6.24 -1.93
H -0.99 -1.19 2.86
H -0.47 -1.96 5.12
H 0.72 -4.12 5.44
H 1.45 -5.46 3.45
H 1.07 -4.61 1.16
H 2.69 -2.71 0.79
H 4.66 -3.43 -0.54
H 4.52 -3.55 -3.03
H 2.36 -3.05 -4.18
H 0.35 -2.44 -2.84

As for the multiplicity: 4. As for the HOMO energy (spin up / spin down): -6.54 / -6.94 eV. The calculation puts the HOMO-LUMO gap (spin up / spin down) at 0.2372 / 0.2426 hartree. The expectation value of S² is 3.782.

No. 2
Density functional theory data (ωB97M-V/def2-TZVPD) for a cluster of 2 separate species, CHCl3O2PS in total.

CARTESIAN COORDINATES (ANGSTROEM)
C 0.75 0.32 1.11
O 0.36 -1.98 -1.59
O -1.51 -0.65 -0.57
P -0.14 -0.62 -1.35
S 0.07 0.94 -2.52
Cl -0.63 1.63 1.46
Cl 2.36 1.03 1.30
Cl 0.50 -0.87 2.34
H -1.77 0.21 -0.18

As for the HOMO energy: -4.51 eV. As for the energy above the lowest of the compared OMol25 structures with the same formula, charge and spin: 0.000 eV. The calculation puts the HOMO-LUMO gap at 0.2853 hartree. The total charge is -1.

No. 3
Density functional theory data (ωB97M-V/def2-TZVPD) for an isolated molecule of C2H4N4.

CARTESIAN COORDINATES (ANGSTROEM)
N 1.09 0.74 -0.95
C 0.30 -0.02 -0.08
C -0.40 -1.20 -0.14
N -1.29 -1.21 0.89
N -1.14 -0.14 1.60
N -0.15 0.57 1.04
H 0.53 1.57 -1.12
H 1.20 0.29 -1.85
H -0.33 -2.02 -0.84
H 0.19 1.43 1.44

As for the HOMO energy: -9.02 eV. As for the energy above the lowest of the compared OMol25 structures with the same formula, charge and spin: 1.262 eV. The calculation puts the HOMO-LUMO gap at 0.3570 hartree. As for the structure (SMILES): Nc1cnn[nH]1.

No. 4
Density functional theory data (ωB97M-V/def2-TZVPD) for a structure of composition C12H26O14V.

CARTESIAN COORDINATES (ANGSTROEM)
V 19.30 1.55 -16.37
O 21.14 2.05 -15.75
H 21.77 2.79 -15.80
O 19.90 0.30 -17.80
H 20.13 -0.32 -18.52
C 20.17 -2.41 -16.05
O 20.30 -2.02 -14.70
C 20.06 -0.76 -14.28
O 19.29 0.03 -14.88
O 20.69 -0.48 -13.07
C 20.41 0.69 -12.35
H 19.17 -2.16 -16.42
H 20.21 -3.50 -16.09
H 20.93 -1.96 -16.71
H 20.19 1.48 -13.07
H 21.24 1.01 -11.71
H 19.59 0.50 -11.66
C 24.16 3.64 -16.58
O 25.40 4.19 -17.11
C 25.41 4.68 -18.32
O 24.47 4.76 -19.10
O 26.70 5.03 -18.55
C 27.16 5.68 -19.74
H 23.30 4.29 -16.43
H 24.37 3.23 -15.59
H 23.77 2.88 -17.26
H 28.25 5.66 -19.74
H 26.82 6.70 -19.64
H 26.82 5.28 -20.70
C 17.06 4.57 -19.35
O 18.16 3.92 -19.97
C 19.12 3.37 -19.16
O 19.03 3.05 -18.00
O 20.19 3.22 -19.91
C 21.45 2.93 -19.37
H 16.39 5.09 -20.03
H 17.41 5.41 -18.75
H 16.53 3.85 -18.73
H 22.14 2.70 -20.17
H 21.39 2.16 -18.60
H 21.72 3.86 -18.87
C 20.53 4.21 -13.01
O 20.32 5.56 -12.60
C 19.66 5.82 -11.42
O 19.41 6.94 -11.05
O 19.41 4.71 -10.67
C 18.89 4.83 -9.37
H 19.57 3.70 -13.04
H 21.32 3.73 -12.44
H 20.88 4.13 -14.04
H 17.97 5.40 -9.49
H 19.46 5.50 -8.72
H 18.61 3.92 -8.83

As for the multiplicity: 4. As for the HOMO energy (spin up / spin down): -14.61 / -14.61 eV. The calculation puts the HOMO-LUMO gap (spin up / spin down) at 0.2444 / 0.0732 hartree. The expectation value of S² is 3.792. The total charge is +2.

No. 5
Density functional theory data (ωB97M-V/def2-TZVPD) for a structure of composition C47H40AsBrN3O9PbSSi.

CARTESIAN COORDINATES (ANGSTROEM)
Pb 0.36 -0.05 -0.14
C -4.32 0.12 -0.39
C -2.99 -0.31 -0.50
N -2.09 -0.06 0.43
C -2.43 0.65 1.52
C -3.73 1.12 1.72
C -4.69 0.83 0.72
C -4.05 1.83 2.91
C -3.10 2.04 3.88
C -1.80 1.55 3.72
C -1.42 0.86 2.56
N -0.26 0.27 2.32
C 0.79 -0.12 3.11
C 1.40 0.58 4.13
C 2.46 0.00 4.85
C 2.90 -1.27 4.57
C 2.33 -2.00 3.50
C 2.74 -3.30 3.13
C 2.15 -3.92 2.07
C 1.15 -3.24 1.35
N 0.74 -2.03 1.68
C 1.31 -1.41 2.74
H -5.03 -0.12 -1.17
H -2.64 -0.87 -1.37
H -5.71 1.17 0.85
H -5.06 2.19 3.05
H -3.35 2.58 4.78
H -1.07 1.71 4.50
H 1.09 1.59 4.36
H 2.92 0.56 5.65
H 3.70 -1.72 5.16
H 3.53 -3.79 3.69
H 2.45 -4.91 1.75
H 0.69 -3.69 0.48
O -0.44 0.42 -4.83
As -0.12 -0.84 -3.58
O -1.09 -2.08 -4.00
O -0.51 0.14 -2.23
C 1.77 -1.13 -3.98
C 2.24 -0.65 -5.20
C 3.58 -0.80 -5.54
C 4.46 -1.45 -4.67
C 4.00 -1.96 -3.48
C 2.66 -1.80 -3.14
S 2.13 -2.53 -1.61
O 2.43 -3.94 -1.69
O 2.84 -1.85 -0.53
O 0.67 -2.22 -1.56
H -0.38 1.27 -4.35
H 1.55 -0.14 -5.86
H 3.94 -0.41 -6.48
H 5.50 -1.55 -4.93
H 4.65 -2.49 -2.79
C -3.01 4.34 -0.56
C -1.70 4.79 0.11
C -1.78 4.55 1.62
C -1.39 6.26 -0.18
Si -0.30 3.59 -0.56
O -0.73 2.12 -0.09
C 1.21 4.26 0.39
C 2.03 5.28 -0.09
C 3.20 5.64 0.58
C 3.57 4.98 1.74
C 2.76 3.96 2.24
C 1.59 3.61 1.57
C 0.03 3.90 -2.39
C -0.66 4.77 -3.25
C -0.27 4.93 -4.58
C 0.79 4.19 -5.09
C 1.46 3.29 -4.27
C 1.08 3.16 -2.94
H -3.87 4.91 -0.17
H -3.18 3.27 -0.36
H -2.98 4.47 -1.65
H -2.64 5.10 2.05
H -0.87 4.90 2.12
H -1.91 3.49 1.83
H -2.22 6.90 0.17
H -1.24 6.46 -1.24
H -0.48 6.58 0.35
H 1.78 5.78 -1.02
H 3.84 6.42 0.18
H 4.49 5.24 2.25
H 3.05 3.43 3.14
H 0.97 2.79 1.94
H -1.50 5.34 -2.89
H -0.81 5.62 -5.21
H 1.09 4.31 -6.13
H 2.28 2.69 -4.66
H 1.63 2.45 -2.32
Br 4.78 3.34 -2.15
C 5.49 1.96 -1.06
C 6.87 1.93 -0.86
C 7.43 0.92 -0.10
C 6.62 -0.06 0.47
C 5.24 -0.01 0.28
C 4.67 1.00 -0.49
C 3.16 0.96 -0.71
O 2.75 0.83 -1.85
O 2.46 1.07 0.36
H 7.49 2.70 -1.29
H 8.50 0.89 0.05
H 7.06 -0.86 1.05
H 4.59 -0.76 0.71

As for the HOMO energy (spin up / spin down): -5.65 / -5.85 eV. As for the energy above the lowest of the compared OMol25 structures with the same formula, charge and spin: 0.510 eV. The calculation puts the HOMO-LUMO gap (spin up / spin down) at 0.1888 / 0.2059 hartree. The total charge is -1.

No. 6
Density functional theory data (ωB97M-V/def2-TZVPD) for a structure of composition C37H45CoN3OP2S2Se.

CARTESIAN COORDINATES (ANGSTROEM)
Co 0.37 1.24 -1.01
C -0.59 -5.77 1.78
S -2.17 -5.16 1.17
C -2.47 -3.77 2.30
C -2.22 -2.41 1.65
C -0.75 -2.22 1.31
N -0.48 -1.01 0.52
P 0.21 0.44 1.00
C -0.77 1.13 2.34
C -1.89 1.90 2.02
C -2.74 2.34 3.03
C -2.47 2.02 4.35
C -1.37 1.24 4.67
C -0.52 0.80 3.67
C 1.86 0.10 1.66
C 2.51 -1.07 1.29
C 3.80 -1.31 1.73
C 4.45 -0.37 2.53
C 3.81 0.81 2.88
C 2.52 1.05 2.44
P -0.53 -0.78 -1.16
C 0.12 -2.26 -1.93
C 1.45 -2.30 -2.34
C 1.98 -3.49 -2.83
C 1.18 -4.62 -2.91
C -0.14 -4.59 -2.49
C -0.68 -3.41 -2.00
C -2.24 -0.59 -1.69
C -2.56 -0.77 -3.04
C -3.85 -0.49 -3.49
C -4.81 -0.02 -2.60
C -4.49 0.17 -1.26
C -3.20 -0.10 -0.81
H -0.34 -6.65 1.18
H -0.66 -6.08 2.82
H 0.21 -5.04 1.66
H -1.86 -3.91 3.19
H -3.51 -3.83 2.62
H -2.55 -1.61 2.32
H -2.81 -2.35 0.74
H -0.39 -3.08 0.74
H -0.15 -2.16 2.22
H -2.10 2.15 0.99
H -3.61 2.94 2.78
H -3.14 2.36 5.13
H -1.17 0.99 5.71
H 0.34 0.19 3.93
H 2.01 -1.81 0.67
H 4.30 -2.23 1.47
H 5.46 -0.57 2.88
H 4.32 1.54 3.49
H 2.02 1.97 2.72
H 2.06 -1.41 -2.28
H 3.01 -3.52 -3.17
H 1.60 -5.54 -3.30
H -0.75 -5.48 -2.55
H -1.71 -3.39 -1.68
H -1.82 -1.15 -3.73
H -4.10 -0.64 -4.53
H -5.81 0.19 -2.95
H -5.24 0.52 -0.57
H -2.96 0.04 0.24
O 2.13 0.80 -1.92
S 3.30 1.81 -2.01
C 4.23 1.25 -3.47
C 5.51 0.57 -2.98
C 5.21 0.02 -1.58
C 4.52 1.17 -0.85
H 4.40 2.10 -4.13
H 3.54 0.56 -3.95
H 6.32 1.29 -2.92
H 5.81 -0.21 -3.67
H 6.11 -0.30 -1.06
H 4.53 -0.84 -1.63
H 5.21 1.99 -0.65
H 3.99 0.91 0.06
C -2.44 3.19 -2.41
N -2.29 3.90 -1.15
C -3.31 4.50 -0.45
C -2.76 5.09 0.64
N -1.41 4.83 0.59
C -0.44 5.25 1.59
C -1.13 4.11 -0.51
Se 0.60 3.60 -1.06
H -3.44 3.38 -2.80
H -2.32 2.11 -2.26
H -1.70 3.54 -3.12
H -4.33 4.48 -0.80
H -3.21 5.67 1.43
H -0.94 5.91 2.29
H 0.38 5.77 1.11
H -0.06 4.38 2.12

As for the multiplicity: 2. As for the HOMO energy (spin up / spin down): -12.52 / -12.52 eV. As for the energy above the lowest of the compared OMol25 structures with the same formula, charge and spin: 0.218 eV. The calculation puts the HOMO-LUMO gap (spin up / spin down) at 0.2351 / 0.2718 hartree. The expectation value of S² is 0.797. The total charge is +2.